A 15-piece molecular cluster, C78H197N11O26 overall, computed with wB97M-V/def2-TZVPD.

Structure (XYZ):
```
312
Properties=species:S:1:pos:R:3:forces:R:3:lowdin_charge:R:1
C -8.2779 0.8662 -0.7285 -1.6 -0.3 0.1 -0.135
O -6.9928 1.0253 -0.2993 1.9 -0.3 0.0 -0.189
C -6.4112 2.2829 -0.5201 -0.4 0.4 0.1 -0.240
C -4.9802 2.2636 -0.1098 -0.3 -0.6 1.6 -0.191
N -4.9185 2.0744 1.3371 0.8 0.2 1.1 -0.047
C -3.6589 1.5766 1.9057 0.4 1.3 -0.2 -0.192
C -3.6191 1.2531 3.4114 -1.5 -1.2 -2.3 -0.180
O -4.6574 0.2566 3.6151 1.2 1.0 1.2 -0.196
C -4.5907 -0.1145 4.9894 -0.7 -1.3 -0.4 -0.109
H -8.6777 1.7382 -1.2460 0.1 -0.1 -0.5 0.091
H -8.9434 0.7256 0.1232 -0.1 -0.1 0.3 0.086
H -8.3379 -0.0548 -1.3084 -0.2 0.2 -0.4 0.087
H -6.9983 2.9847 0.0723 0.2 0.6 0.1 0.123
H -6.4203 2.6528 -1.5453 -0.5 -0.4 -0.5 0.122
H -4.5668 3.2177 -0.4366 0.5 0.0 0.1 0.122
H -4.4854 1.4161 -0.5842 0.3 0.0 -0.6 0.109
H -5.7131 1.6183 1.7621 0.0 -0.3 -0.5 0.104
H -2.9270 2.3782 1.8064 0.2 0.4 -0.1 0.102
H -3.1980 0.7891 1.3094 -0.3 -0.7 0.0 0.105
H -3.7804 2.1388 4.0258 0.0 0.0 0.2 0.111
H -2.6686 0.7545 3.6013 0.2 0.4 0.2 0.096
H -5.0442 -1.1042 5.0422 -0.4 0.1 0.2 0.088
H -5.1184 0.5767 5.6466 0.0 0.2 0.0 0.088
H -3.5830 -0.3021 5.3601 0.3 0.5 -0.2 0.070
C 0.5310 -1.5642 -8.1739 -1.4 -0.9 0.0 -0.109
O -0.1256 -0.3868 -7.7630 -0.3 1.1 -1.3 -0.222
C -1.3170 -0.1644 -8.6115 1.8 2.0 0.9 -0.190
C -2.5411 -0.8673 -8.1926 -0.6 -1.6 0.2 -0.260
N -2.6959 -0.8340 -6.7599 -0.3 -1.4 0.6 -0.043
C -3.7840 -1.7413 -6.2228 1.0 2.3 0.3 -0.123
C -4.3860 -1.1635 -4.8729 -0.4 -1.5 -2.6 -0.235
O -5.1276 -0.0320 -5.1973 -1.4 0.5 0.6 -0.188
C -5.7888 0.5101 -4.0253 1.9 1.2 -0.4 -0.070
H -0.2984 -2.2512 -8.0058 0.7 -1.3 -0.3 0.075
H 1.4115 -1.8764 -7.6124 -0.2 0.6 0.5 0.088
H 0.8143 -1.5674 -9.2264 -0.1 0.2 -0.2 0.085
H -1.1016 -0.2174 -9.6787 0.2 -0.6 0.0 0.125
H -1.5005 0.9000 -8.4646 0.0 0.3 0.2 0.115
H -2.5379 -1.8960 -8.5528 0.2 -0.4 0.4 0.119
H -3.4006 -0.4783 -8.7385 -0.2 0.6 -0.2 0.123
H -2.7348 0.1260 -6.4485 -0.6 -0.1 0.2 0.089
H -3.4663 -2.7780 -6.1117 0.7 0.1 0.4 0.104
H -4.5267 -1.8221 -7.0165 -0.8 0.3 0.3 0.107
H -3.6987 -0.9294 -4.0600 0.4 -0.5 -0.2 0.081
H -5.1066 -1.9524 -4.6575 0.1 -0.3 1.0 0.121
H -6.1986 -0.1144 -3.2314 -0.5 -0.9 -0.8 0.083
H -6.4501 1.3082 -4.3626 -0.2 -0.4 0.1 0.096
H -4.9664 0.9866 -3.4918 0.0 0.6 0.3 0.057
C 4.8976 -4.3681 -4.7318 -0.7 0.4 0.4 -0.105
O 4.6294 -2.9728 -4.9563 1.2 -0.1 -0.4 -0.196
C 4.7861 -2.1871 -3.7602 -1.0 -0.5 -0.3 -0.190
C 4.2021 -0.7841 -3.9253 -1.1 -0.2 -0.2 -0.217
N 4.5065 0.1510 -2.8413 1.1 -0.7 -0.3 -0.020
C 5.7661 0.9259 -3.0222 -1.0 -1.2 0.4 -0.202
C 5.5099 2.0845 -3.9035 1.8 -0.4 1.6 -0.236
O 4.5558 2.9011 -3.1940 0.4 -1.2 -2.0 -0.171
C 4.3254 4.0083 -4.0010 1.0 2.3 0.1 -0.117
H 5.0518 -4.9117 -5.6639 0.2 0.5 -0.1 0.090
H 4.0396 -4.8421 -4.2551 -0.5 0.1 0.0 0.051
H 5.6983 -4.5739 -4.0214 0.5 0.4 -0.2 0.080
H 5.8081 -2.1319 -3.3854 0.2 -0.3 -0.1 0.121
H 4.1223 -2.7446 -3.0994 0.4 0.4 1.1 0.118
H 3.1208 -0.9215 -3.9238 -0.2 0.0 0.3 0.097
H 4.3161 -0.3558 -4.9211 0.9 -0.1 -0.4 0.112
H 3.7939 0.8648 -2.8946 -0.2 0.0 0.5 0.071
H 6.6540 0.4163 -3.3964 -0.4 -0.8 -0.3 0.126
H 6.1167 1.2723 -2.0499 -0.3 0.2 0.2 0.105
H 5.4151 1.8055 -4.9529 -1.4 0.2 -0.1 0.133
H 6.5345 2.4559 -3.8867 0.0 1.6 -0.2 0.123
H 3.5870 4.0207 -4.8027 -0.6 -0.8 0.4 0.081
H 5.2653 4.2405 -4.5018 0.1 0.3 -0.2 0.088
H 4.1762 4.8446 -3.3180 -0.5 0.2 -0.2 0.089
C -4.5859 -9.7558 -6.4427 1.4 -1.1 -0.3 -0.096
O -3.2447 -9.3067 -6.2245 -1.0 -1.8 0.0 -0.209
C -3.1894 -7.9233 -6.2315 1.1 -0.2 1.1 -0.239
C -1.6941 -7.6297 -6.1265 0.0 0.4 0.5 -0.211
N -1.3939 -6.2403 -5.8727 0.9 1.2 -0.9 -0.060
C 0.0591 -5.9419 -5.7865 -2.1 1.1 0.0 -0.173
C 0.2730 -4.4649 -5.3510 1.3 -0.8 0.2 -0.205
O -0.2160 -4.0907 -4.0682 -0.8 1.4 -0.6 -0.202
C -0.2869 -2.6373 -3.9530 0.3 -0.3 1.1 -0.069
H -4.6237 -10.8049 -6.1491 0.1 -0.1 0.1 0.083
H -4.6919 -9.7505 -7.5275 -0.9 0.4 0.0 0.088
H -5.3483 -9.2557 -5.8455 0.1 0.5 -0.3 0.088
H -3.6676 -7.6746 -5.2841 -0.4 1.2 -0.1 0.114
H -3.6850 -7.5530 -7.1289 0.1 0.6 0.0 0.126
H -1.2060 -8.0442 -7.0085 0.1 0.5 -0.4 0.122
H -1.2524 -8.2106 -5.3168 -0.4 -0.6 0.4 0.114
H -1.7991 -5.8847 -5.0186 -0.3 -0.5 0.1 0.067
H 0.4484 -5.9902 -6.8035 0.4 -0.2 0.1 0.115
H 0.5439 -6.6746 -5.1413 0.5 0.0 0.2 0.105
H -0.0256 -3.7682 -6.1344 -0.4 -0.1 0.0 0.102
H 1.3510 -4.3601 -5.2279 0.5 0.1 -0.5 0.109
H 0.4102 -2.0268 -4.5271 0.1 -0.6 -0.8 0.064
H 0.0149 -2.3509 -2.9456 -0.1 -0.4 0.4 0.073
H -1.2793 -2.2053 -4.0818 -0.2 -0.4 -0.4 0.066
C -0.6246 -0.6691 5.3972 0.9 0.4 0.3 -0.133
O 0.5993 -1.1699 4.9553 2.3 -0.3 0.7 -0.183
C 1.3550 -0.1682 4.2880 0.2 0.8 -2.1 -0.183
C 2.8760 -0.3949 3.9379 -2.9 -2.0 1.0 -0.171
N 3.5060 -0.7684 5.1792 0.6 1.2 -0.5 -0.055
C 4.9212 -0.7954 4.8864 -0.4 -0.5 2.1 -0.214
C 5.4787 -1.4472 6.1373 1.4 -1.1 -1.0 -0.177
O 5.0662 -2.8436 6.1685 -0.6 0.8 0.2 -0.215
C 5.8341 -3.7448 6.9400 0.8 0.5 -0.1 -0.111
H -0.8741 -1.2540 6.2824 -0.9 -0.5 -0.6 0.100
H -1.2313 -0.5920 4.4948 -1.0 -0.3 0.5 0.072
H -0.5257 0.3221 5.8398 0.1 0.5 -0.2 0.074
H 1.3191 0.7873 4.8112 -0.2 0.0 0.4 0.081
H 0.8183 -0.0439 3.3474 0.1 0.5 -0.4 0.095
H 3.3558 0.4398 3.4267 -0.4 0.3 0.4 0.104
H 2.9859 -1.2562 3.2789 -0.2 0.1 -0.6 0.092
H 3.2511 -1.7147 5.4234 -0.4 -0.1 0.0 0.109
H 5.2753 0.2354 4.8779 0.2 0.1 -0.3 0.113
H 5.1400 -1.3256 3.9595 0.3 -0.1 -0.1 0.117
H 5.1303 -0.8711 6.9946 0.1 -0.3 0.3 0.114
H 6.5588 -1.3727 6.0117 0.4 -0.3 0.6 0.122
H 6.0055 -3.4218 7.9669 -0.1 0.3 0.1 0.082
H 6.8097 -3.8374 6.4628 0.3 -0.1 0.0 0.081
H 5.4104 -4.7470 7.0046 -0.5 0.3 -0.4 0.082
C -3.5853 -1.8109 -1.7346 -0.5 0.8 0.3 -0.128
O -3.6987 -2.1836 -0.3991 -0.1 -0.3 0.3 -0.205
C -5.0623 -2.3173 0.0045 0.7 0.3 1.4 -0.201
C -5.0566 -2.7634 1.4558 0.8 -2.5 0.4 -0.159
N -4.4211 -4.1386 1.6478 -0.3 1.3 -2.0 -0.039
C -2.9636 -4.3564 1.3561 -1.4 0.4 1.4 -0.173
C -2.1843 -3.7390 2.5119 -0.5 -0.9 -1.6 -0.256
O -2.6016 -4.4609 3.6281 0.2 0.9 0.3 -0.192
C -1.7133 -4.2514 4.7007 -1.1 -2.1 0.7 -0.094
H -2.5746 -1.4654 -1.9519 0.2 -0.5 0.0 0.078
H -4.2236 -0.9365 -1.8613 -0.3 0.3 -0.5 0.065
H -3.9366 -2.6023 -2.3967 0.2 -0.1 -0.3 0.071
H -5.6281 -3.0083 -0.6203 0.1 -0.1 -0.2 0.126
H -5.5183 -1.3283 0.0504 -0.3 0.3 -0.6 0.109
H -6.0792 -2.8704 1.8175 -0.2 0.0 -0.2 0.115
H -4.6246 -2.0011 2.1041 0.4 0.2 -0.1 0.091
H -4.9345 -4.7492 2.2672 0.7 0.2 0.0 0.093
H -2.6376 -3.9710 0.3900 -0.4 0.1 0.1 0.092
H -2.7409 -5.4233 1.3716 -0.2 -0.1 0.0 0.109
H -2.4493 -2.6870 2.6169 0.4 0.3 0.0 0.116
H -1.1361 -3.9138 2.2694 0.5 0.3 0.4 0.118
H -2.2769 -4.7039 5.5166 0.1 0.5 0.6 0.086
H -1.4404 -3.2233 4.9387 0.2 -0.1 -0.4 0.069
H -0.9333 -4.9988 4.5549 1.0 0.7 0.1 0.093
C 1.3075 5.5766 -2.8939 -0.7 -0.4 0.3 -0.081
O 1.4755 6.4213 -1.7374 1.1 -1.2 -1.6 -0.184
C 2.0446 5.6716 -0.6857 0.1 0.8 2.0 -0.223
C 2.2494 6.6813 0.4620 -1.2 -0.9 0.1 -0.188
N 0.9195 7.2800 0.6554 1.0 -1.4 -1.3 -0.070
C 0.9606 8.5247 1.2933 -0.7 0.6 1.5 -0.221
C -0.5114 8.9883 1.6458 2.5 0.2 -1.2 -0.196
O -0.2988 10.3121 1.9852 0.5 1.5 0.9 -0.192
C -1.3814 11.1570 2.2268 -0.7 0.0 0.6 -0.100
H 0.2365 5.4184 -3.0205 -0.1 0.4 -0.5 0.079
H 1.6633 4.5520 -2.7862 0.4 0.0 0.6 0.076
H 1.8036 5.9163 -3.8031 -0.2 0.7 0.2 0.077
H 3.0142 5.2096 -0.8716 -0.1 -0.2 -0.6 0.104
H 1.3042 4.9499 -0.3406 0.1 -0.5 -0.1 0.123
H 3.0672 7.3415 0.1729 0.0 0.6 0.0 0.120
H 2.4861 6.2120 1.4169 0.4 -0.2 -0.2 0.097
H 0.6549 7.3862 -0.3135 -0.9 0.5 0.0 0.093
H 1.6431 9.2206 0.8054 -0.7 0.9 -0.7 0.119
H 1.5078 8.4374 2.2319 -0.3 -0.4 0.6 0.117
H -0.8610 8.3289 2.4401 -0.4 0.1 0.1 0.096
H -1.1441 8.9775 0.7582 -0.3 -0.5 -0.1 0.122
H -1.7491 11.1100 3.2518 -0.1 -0.5 0.3 0.060
H -2.2278 10.9154 1.5839 -0.1 0.2 -0.3 0.090
H -1.1001 12.2071 2.1472 0.3 -0.1 -0.6 0.089
C 3.4167 -3.1677 1.4501 -1.1 -2.6 0.8 -0.098
O 4.6293 -3.2730 2.2113 -0.8 0.6 -1.2 -0.187
C 4.6403 -4.1725 3.3231 0.8 0.8 0.0 -0.238
C 4.6319 -5.6516 2.9895 0.4 1.4 0.2 -0.199
N 4.7596 -6.3857 4.2981 -1.4 0.0 -2.8 -0.027
C 4.4631 -7.8378 4.1573 1.4 -0.3 0.9 -0.182
C 5.4364 -8.6358 3.2471 -0.9 0.7 0.7 -0.225
O 6.5691 -8.9645 4.0017 -0.4 0.5 0.1 -0.191
C 7.4678 -9.9194 3.5202 1.0 0.4 1.3 -0.115
H 3.3353 -2.5900 0.5294 0.9 1.0 0.7 0.095
H 2.5515 -3.1007 2.1097 -0.1 1.3 0.3 0.085
H 3.0995 -4.1348 1.0599 0.7 -0.7 -0.4 0.035
H 3.9172 -3.9690 4.1130 -0.4 0.3 -0.2 0.118
H 5.6166 -3.8881 3.7154 0.0 -0.3 0.6 0.118
H 5.5166 -5.7410 2.3591 0.0 -0.6 -0.3 0.114
H 3.7639 -5.7647 2.3400 -0.3 -1.1 0.5 0.108
H 5.7460 -6.2425 4.4606 0.2 -0.6 0.7 0.102
H 3.4617 -8.1574 3.8691 -0.3 1.1 -0.2 0.112
H 4.5616 -8.1459 5.1982 0.1 -0.8 -0.1 0.109
H 5.6201 -7.9509 2.4192 0.5 -0.2 -0.4 0.105
H 4.9377 -9.5266 2.8652 0.0 -0.2 -0.1 0.116
H 7.9696 -10.2275 4.4374 -0.2 -0.8 0.1 0.084
H 8.3295 -9.4515 3.0441 -0.3 0.0 -1.1 0.082
H 7.0164 -10.7759 3.0194 0.0 0.2 -0.3 0.091
C -3.3655 -5.3007 -3.0355 -1.6 -0.9 -1.3 -0.089
O -2.5380 -6.4592 -3.0676 -0.6 1.0 -0.5 -0.202
C -1.9055 -6.7948 -1.8841 0.7 -0.7 -0.2 -0.234
C -0.6336 -6.0045 -1.7497 -1.5 1.0 1.1 -0.244
N 0.0044 -6.4469 -0.5256 1.3 0.5 -0.7 -0.044
C 1.3840 -5.8282 -0.3305 -2.4 -0.5 0.0 -0.165
C 2.3314 -6.3028 -1.4090 0.8 0.2 1.2 -0.223
O 3.6824 -5.9638 -1.0626 0.5 -0.8 -1.2 -0.195
C 4.6183 -6.6077 -1.9973 -1.0 0.6 1.1 -0.075
H -3.8632 -5.0431 -2.1006 0.5 -0.3 0.5 0.090
H -4.1551 -5.6588 -3.6961 -0.6 0.4 0.0 0.084
H -3.0620 -4.3875 -3.5474 1.2 0.0 0.3 0.068
H -1.5988 -7.8318 -2.0208 -0.3 -0.4 0.2 0.128
H -2.5987 -6.7259 -1.0457 0.2 0.1 0.3 0.126
H -1.0083 -4.9951 -1.5800 0.6 0.6 -0.4 0.118
H -0.1042 -6.0851 -2.6991 0.3 0.1 0.1 0.103
H 0.0672 -7.4300 -0.7484 0.7 -0.6 0.9 0.089
H 1.6275 -6.1024 0.6960 0.7 -0.1 -0.2 0.110
H 1.1803 -4.7575 -0.3441 0.3 0.1 -0.1 0.109
H 2.0615 -5.8793 -2.3764 0.0 -0.1 -0.2 0.113
H 2.2174 -7.3868 -1.3959 0.1 -0.3 -0.5 0.124
H 4.2927 -6.4046 -3.0176 0.3 0.1 0.0 0.054
H 4.6410 -7.6901 -1.8710 -0.2 -0.1 0.2 0.082
H 5.6159 -6.2286 -1.7757 -0.2 0.2 -0.2 0.089
C -2.3831 3.8514 -4.3579 0.8 0.5 -0.8 -0.133
O -2.8639 2.8774 -3.5190 -0.4 -2.0 0.7 -0.183
C -2.2458 1.5785 -3.6162 0.6 0.8 0.8 -0.131
C -0.6443 1.5216 -3.4169 -2.4 -0.1 -0.2 -0.149
N -0.1555 0.6032 -4.3795 1.1 -0.9 -0.5 -0.061
C 1.1420 0.9017 -4.9710 -1.4 -0.7 -1.1 -0.173
C 1.0651 1.9850 -6.0283 0.7 0.7 -0.1 -0.198
O 0.9118 3.2489 -5.4014 -0.1 0.5 0.8 -0.229
C 1.0261 4.3562 -6.2562 -0.4 -0.1 -0.3 -0.117
H -1.4260 4.1945 -3.9650 -0.1 0.9 0.0 0.061
H -3.1662 4.5953 -4.5045 0.3 0.3 0.5 0.097
H -2.1231 3.5509 -5.3729 -0.1 -0.8 -0.3 0.087
H -2.5710 1.1037 -4.5418 0.4 0.2 -0.6 0.089
H -2.7566 0.9607 -2.8776 0.2 0.2 0.5 0.091
H -0.4069 1.0638 -2.4566 -0.2 0.8 0.6 0.095
H -0.2039 2.5062 -3.5740 -0.1 0.1 0.4 0.092
H -0.8451 0.2815 -5.0437 0.3 0.1 -0.3 0.081
H 1.4011 -0.0114 -5.5070 0.4 0.0 0.0 0.099
H 1.9119 1.1028 -4.2260 -0.1 0.2 0.1 0.113
H 0.2800 1.8372 -6.7698 -0.3 -0.3 0.2 0.109
H 1.9844 1.9801 -6.6140 0.5 0.1 -0.1 0.120
H 2.0413 4.4205 -6.6477 0.1 0.1 -0.4 0.085
H 0.7830 5.3048 -5.7775 0.2 -0.3 0.6 0.077
H 0.2743 4.2987 -7.0433 0.2 -0.2 -0.6 0.089
C -2.4849 10.5526 6.0659 0.7 -0.8 -1.0 -0.075
O -3.5115 9.9809 5.1879 0.6 0.1 1.9 -0.214
C -4.1971 8.8672 5.8095 -0.7 -1.4 -1.0 -0.179
C -4.6481 7.8667 4.6411 2.2 1.6 1.6 -0.139
N -3.4147 7.7083 3.8289 -1.4 -0.1 2.8 -0.084
C -3.8034 7.2104 2.5592 1.4 0.9 -0.7 -0.214
C -4.2492 5.7633 2.6284 0.7 0.7 -1.8 -0.221
O -5.6244 5.7064 2.8105 -0.2 -0.5 1.1 -0.168
C -6.1050 4.4429 3.1953 -2.2 0.0 0.6 -0.113
H -1.6075 9.9086 6.1248 -0.4 -1.2 0.6 0.083
H -2.8163 10.8248 7.0680 -0.3 0.1 -0.3 0.090
H -1.8872 11.3228 5.5784 -1.3 1.0 -0.3 0.071
H -5.0573 9.1629 6.4101 -0.1 0.5 -0.2 0.114
H -3.6010 8.2451 6.4771 0.7 0.5 0.0 0.101
H -5.4069 8.3991 4.0675 -0.5 -0.6 -0.1 0.118
H -4.8491 6.8753 5.0472 -1.0 0.4 0.1 0.121
H -3.0234 8.6282 3.9728 0.6 0.3 -1.5 0.084
H -2.9030 7.3815 1.9692 -0.1 -0.8 -0.7 0.105
H -4.5569 7.8611 2.1156 -0.5 -0.2 -0.3 0.124
H -3.6462 5.2418 3.3717 -0.2 -0.2 0.1 0.107
H -4.0655 5.3704 1.6284 0.5 -0.6 -0.1 0.121
H -6.4656 3.8207 2.3762 0.5 0.1 -0.3 0.062
H -6.9961 4.6607 3.7841 -0.4 0.2 0.0 0.084
H -5.5784 3.8032 3.9034 1.2 0.3 -0.3 0.080
C 3.5122 2.9720 5.5220 -0.9 0.4 -0.1 -0.042
C 3.3847 2.6703 7.0163 -2.2 -0.5 0.8 -0.453
C 1.9417 2.1681 7.4813 0.7 0.3 -0.6 -0.026
O 4.2804 1.6856 7.3876 1.7 -0.4 0.8 -0.059
H 2.5674 2.7228 5.0390 0.0 -0.2 -0.3 0.059
H 4.3109 2.3959 5.0547 0.0 0.0 0.2 0.064
H 3.6539 4.0245 5.2766 0.2 0.1 0.2 0.071
H 3.5108 3.5392 7.6622 0.8 0.1 -0.2 0.128
H 1.3403 2.9862 7.8777 -0.2 0.1 -0.5 0.053
H 1.9912 1.4613 8.3096 0.5 0.0 0.0 0.077
H 1.4786 1.6363 6.6501 -0.4 0.2 0.1 0.039
H 4.0733 0.8666 6.9316 -0.4 -0.2 -0.4 0.044
C 0.1587 -0.9660 0.1541 -0.2 1.4 -0.8 -0.006
C 0.9180 0.4359 0.2127 -1.3 -1.0 -0.7 -0.451
C 0.0697 1.6385 0.6172 -0.2 0.4 1.0 -0.042
O 1.9756 0.3295 1.1110 0.7 -0.4 0.6 -0.061
H -0.7069 -0.8247 -0.4931 -0.3 0.2 -0.1 0.046
H -0.2617 -1.3711 1.0746 0.4 0.3 0.3 0.068
H 0.6907 -1.7530 -0.3804 0.6 0.1 0.3 0.058
H 1.3135 0.6538 -0.7794 0.0 -0.3 -0.3 0.120
H -0.9198 1.8254 0.1998 0.0 -0.6 -0.3 0.067
H 0.5830 2.5933 0.5034 0.5 -0.1 -0.5 0.062
H -0.0141 1.5902 1.7029 -0.5 -0.2 0.2 0.069
H 2.6280 0.9988 0.8919 -0.1 0.2 -0.2 0.041
C -0.2049 5.6827 4.5913 -0.1 -0.7 -0.5 -0.039
C -1.4320 5.3062 5.4590 2.7 0.4 1.0 -0.470
C -0.9838 4.3719 6.5831 -0.9 -1.0 -0.5 -0.052
O -1.7656 6.4847 6.1347 -0.9 0.8 0.5 -0.076
H 0.7249 5.8124 5.1452 -0.3 0.2 0.7 0.072
H -0.3894 6.6366 4.0973 -0.1 -0.2 -0.4 0.057
H 0.0877 4.8905 3.9022 -0.4 0.0 -0.6 0.071
H -2.2940 4.9528 4.8930 0.2 -0.3 -0.1 0.112
H -1.6932 4.4836 7.4030 0.2 0.0 0.2 0.081
H 0.0405 4.5181 6.9261 -0.2 0.4 -0.1 0.062
H -1.0684 3.3393 6.2443 0.2 -0.2 0.0 0.067
H -2.1813 7.0145 5.4505 -0.3 0.6 -0.3 0.028
C 3.9797 3.6789 1.8513 -0.2 1.9 1.9 -0.062
C 4.7662 3.0016 0.7830 -1.9 -2.4 0.0 -0.438
C 5.1126 1.5329 1.1199 1.4 1.7 0.6 -0.024
O 3.8388 2.7670 -0.2841 0.2 1.3 -1.2 -0.075
H 2.9415 3.4333 2.0745 0.1 -1.3 -0.3 0.090
H 3.7932 4.7455 1.7257 0.6 0.3 -0.9 0.051
H 4.5093 3.7261 2.8028 0.2 -0.5 0.2 0.073
H 5.6514 3.5973 0.5603 0.0 -0.1 -0.5 0.147
H 5.7713 1.6886 1.9743 -0.1 -1.1 0.6 0.082
H 5.7105 1.0905 0.3230 -0.2 0.0 -0.1 0.074
H 4.2182 0.9325 1.2862 0.6 0.1 0.4 0.057
H 4.1984 3.2057 -1.0586 -0.3 -0.2 -0.6 0.053
```
Positions in Å, forces in eV/Å.

Summary:
Relative energy (zero: lowest compared OMol25 entry of this formula, charge and spin), eV: 5.991
LUMO level, eV: 0.42
HOMO, eV: -7.63
2S+1: 1